Here is a 2-piece molecular cluster, C4H9NO3 overall from the Open Molecules 2025 dataset. Energies are from the ωB97M-V functional and the def2-TZVPD basis.

XYZ file:
```
17
Properties=species:S:1:pos:R:3:forces:R:3
C 1.464 1.247 0.366 -0.099 3.074 -0.488
C 1.646 0.090 -0.541 -2.830 -3.741 0.032
O 2.552 -0.183 -1.255 2.448 1.501 -1.020
N 0.610 -0.923 -0.649 0.660 1.296 -0.463
C -0.398 -1.190 0.258 -4.380 3.970 -0.483
C -1.842 -1.265 -0.497 -1.327 0.613 1.783
O -2.867 -0.783 0.005 2.621 -1.155 -1.216
H 0.703 1.971 -0.109 0.969 -1.349 0.530
H 1.236 1.290 1.436 -0.303 -1.380 -0.440
H 2.390 1.818 0.343 0.357 -0.110 -0.376
H 0.387 -1.352 -1.535 1.322 0.227 -0.315
H -0.233 -2.048 0.802 0.087 -1.914 1.627
H -0.629 -0.244 0.858 0.610 -1.585 -0.017
H -1.945 -1.773 -1.502 0.459 0.334 0.534
O -0.838 2.006 1.615 -1.542 3.099 1.640
H -0.481 2.937 1.740 0.219 -1.636 -0.606
H -1.696 2.248 2.067 0.730 -1.245 -0.724
```
Positions in Å, forces in eV/Å.

The calculation puts the frontier orbital gap at 0.343 Ha. The energy relative to the best compared isomer or geometry (same formula, charge and spin) is 282.2 kJ/mol. As for the SMILES: CC(=O)NCC=O.O. For the HOMO energy, the calculation gives -8.99 eV.

Atom charges from the Löwdin analysis, given in e for atoms 1 to 2: C -0.026; C -0.487

Here is one molecule with the formula C2H7N3O2 from the Open Molecules 2025 dataset. Energies are from the ωB97M-V functional and the def2-TZVPD basis.

XYZ file:
```
14
Properties=species:S:1:pos:R:3:forces:R:3
C 1.450 -1.072 0.188 0.343 -0.021 0.276
C -0.798 -0.711 -0.845 -0.603 0.288 -0.220
N 0.287 -0.245 -0.027 0.466 0.104 0.525
N -1.326 1.663 0.411 -1.379 -0.014 1.171
N 0.159 0.910 0.613 1.171 0.382 -0.033
O -1.454 2.629 1.175 0.259 -0.166 -0.450
O 0.900 1.228 1.525 -0.805 -0.570 -0.993
H 1.194 -1.991 0.721 0.009 0.036 0.006
H 1.894 -1.320 -0.777 -0.061 -0.033 0.031
H 2.168 -0.502 0.776 -0.074 -0.134 -0.034
H -0.512 -1.658 -1.295 0.077 0.059 0.013
H -1.697 -0.849 -0.233 0.115 0.016 -0.107
H -1.037 0.005 -1.639 0.047 -0.163 0.004
H -1.228 1.914 -0.594 0.435 0.215 -0.189
```
Positions in Å, forces in eV/Å.

The calculation puts the frontier orbital gap (spin up / spin down) at 0.293 / 0.293 Ha. The energy relative to the best compared isomer or geometry (same formula, charge and spin) is 728.3 kJ/mol. For the HOMO energy (spin up / spin down), the calculation gives -7.64 / -7.65 eV.

Atom charges from the Löwdin analysis, given in e for atoms 1 to 2: C -0.024; C -0.045

- Among the records above, which one has the highest energy relative to the best compared isomer or geometry (same formula, charge and spin)?
  C2H7N3O2

- Look up the energy relative to the best compared isomer or geometry (same formula, charge and spin) of the first one.
  282.2 kJ/mol